Here is a 3-piece molecular cluster, C55H65N2O5S overall at a distorted geometry from OMol25. Energies are from ωB97M-V/def2-TZVPD.

Each atom is followed by the atoms it is bonded to, with distances in Å.
Cartesian coordinates (Å):
1 C 3.050 -0.304 4.596  C2 1.611, H32 1.154, H33 1.148, H34 1.147
2 C 2.486 0.804 5.620  C1 1.611, C3 1.629, H35 1.151, H36 1.140
3 C 0.929 1.192 5.339  C2 1.629, C4 1.625, H37 1.144, H38 1.152
4 C 0.789 2.777 5.006  C3 1.625, C5 1.614, H39 1.144, H40 1.151
5 C 1.497 3.190 3.616  C4 1.614, C6 1.617, H41 1.157, H42 1.144
6 C 0.473 3.134 2.365  C5 1.617, C7 1.615, H43 1.144, H44 1.153
7 C 1.025 2.110 1.244  C6 1.615, C8 1.625, H45 1.143, H46 1.146
8 C 2.165 2.762 0.287  C7 1.625, C9 1.633, H47 1.157, H48 1.143
9 C 3.082 1.515 -0.232  C8 1.633, C10 1.604, H49 1.145, H50 1.145
10 C 4.129 1.159 0.931  C9 1.604, C11 1.627, H51 1.148, H52 1.144
11 C 4.800 -0.314 0.771  C10 1.627, C12 1.610, H53 1.151, H54 1.144
12 C 3.582 -1.365 0.820  C11 1.610, C13 1.604, H55 1.145, H56 1.143
13 C 3.987 -2.841 1.299  C12 1.604, C14 1.600, H57 1.156, H58 1.159
14 C 2.847 -3.613 2.114  C13 1.600, C15 1.605, H59 1.151, H60 1.150
15 C 1.399 -3.597 1.422  C14 1.605, C16 1.603, H61 1.156, H62 1.140
16 C 0.308 -3.786 2.581  C15 1.603, C17 1.616, H63 1.156, H64 1.152
17 C -1.202 -3.428 2.132  C16 1.616, C18 1.605, H65 1.156, H66 1.144
18 C -1.181 -1.892 1.665  C17 1.605, C19 1.606, H67 1.155, H68 1.145
19 C -2.606 -1.151 1.665  C18 1.606, S20 1.890, C21 1.603, N31 1.509
20 S -2.457 0.236 0.390  C19 1.890, H69 1.408
21 C -3.843 -2.049 1.180  C19 1.603, O22 1.444, H70 1.159, H71 1.148
22 O -4.331 -2.997 2.153  C21 1.444, C23 1.451
23 C -4.743 -2.371 3.395  O22 1.451, C24 1.611, H72 1.158, H73 1.149
24 C -4.208 -0.867 3.612  C23 1.611, C25 1.624, N31 1.502, H74 1.158
25 C -5.288 0.262 3.167  C24 1.624, C26 1.573, C30 1.573
26 C -6.832 0.067 3.394  C25 1.573, C27 1.545, H75 1.140
27 C -7.761 1.210 2.926  C26 1.545, N28 1.424, H76 1.152
28 N -7.397 2.427 2.282  C27 1.424, C29 1.423
29 C -5.995 2.595 2.101  N28 1.423, C30 1.546, H77 1.153
30 C -4.861 1.623 2.502  C25 1.573, C29 1.546, H78 1.135
31 N -2.833 -0.621 3.059  C19 1.509, C24 1.502, H79 1.045, H80 1.047
32 H 3.931 0.124 3.986  C1 1.154
33 H 3.418 -1.210 5.197  C1 1.148
34 H 2.245 -0.641 3.852  C1 1.147
35 H 3.091 1.773 5.482  C2 1.151
36 H 2.649 0.456 6.694  C2 1.140
37 H 0.456 0.564 4.508  C3 1.144
38 H 0.289 1.026 6.282  C3 1.152
39 H 1.305 3.370 5.836  C4 1.144
40 H -0.307 3.129 4.992  C4 1.151
41 H 2.430 2.525 3.450  C5 1.157
42 H 1.888 4.261 3.715  C5 1.144
43 H -0.567 2.802 2.704  C6 1.144
44 H 0.360 4.151 1.833  C6 1.153
45 H 0.165 1.784 0.566  C7 1.143
46 H 1.392 1.179 1.802  C7 1.146
47 H 1.658 3.201 -0.656  C8 1.157
48 H 2.778 3.560 0.830  C8 1.143
49 H 2.335 0.681 -0.474  C9 1.145
50 H 3.636 1.762 -1.203  C9 1.145
51 H 3.574 1.150 1.936  C10 1.148
52 H 4.954 1.950 0.969  C10 1.144
53 H 5.368 -0.382 -0.228  C11 1.151
54 H 5.573 -0.465 1.601  C11 1.144
55 H 3.148 -1.411 -0.239  C12 1.145
56 H 2.769 -0.954 1.510  C12 1.143
57 H 4.415 -3.480 0.435  C13 1.156
58 H 4.879 -2.715 2.028  C13 1.159
59 H 3.170 -4.715 2.201  C14 1.151
60 H 2.717 -3.234 3.192  C14 1.150
61 H 1.322 -4.524 0.735  C15 1.156
62 H 1.239 -2.691 0.748  C15 1.140
63 H 0.363 -4.891 2.915  C16 1.156
64 H 0.540 -3.129 3.499  C16 1.152
65 H -1.878 -3.564 3.059  C17 1.156
66 H -1.514 -4.169 1.318  C17 1.144
67 H -0.818 -1.893 0.568  C18 1.155
68 H -0.434 -1.276 2.276  C18 1.145
69 H -1.692 1.180 1.101  S20 1.408
70 H -4.712 -1.362 0.839  C21 1.159
71 H -3.492 -2.616 0.246  C21 1.148
72 H -4.343 -2.983 4.293  C23 1.158
73 H -5.887 -2.465 3.457  C23 1.149
74 H -4.116 -0.729 4.757  C24 1.158
75 H -7.214 -0.880 3.901  C26 1.140
76 H -8.886 1.052 3.116  C27 1.152
77 H -5.661 3.570 1.586  C29 1.153
78 H -3.778 1.904 2.314  C30 1.135
79 H -2.548 0.377 3.176  N31 1.045
80 H -2.177 -1.152 3.679  N31 1.047
81 C 0.055 9.147 -5.538  C82 1.393, C86 1.390, H97 1.085
82 C -1.204 9.688 -5.282  C81 1.393, C83 1.390, H98 1.085
83 C -2.120 8.985 -4.508  C82 1.390, C84 1.395, H99 1.085
84 C -1.785 7.731 -3.997  C83 1.395, C85 1.396, C95 1.480
85 C -0.533 7.178 -4.274  C84 1.396, C86 1.396, C87 1.480
86 C 0.390 7.895 -5.036  C81 1.390, C85 1.396, H100 1.085
87 C -0.183 5.828 -3.779  C85 1.480, O88 1.219, C89 1.481
88 O 0.911 5.345 -4.016  C87 1.219
89 C -1.186 5.068 -2.998  C87 1.481, C90 1.396, C94 1.394
90 C -0.891 3.771 -2.574  C89 1.396, C91 1.391, H101 1.086
91 C -1.821 3.055 -1.829  C90 1.391, C92 1.393, H102 1.086
92 C -3.045 3.633 -1.496  C91 1.393, C93 1.390, H103 1.086
93 C -3.344 4.923 -1.921  C92 1.390, C94 1.396, H104 1.086
94 C -2.418 5.639 -2.682  C89 1.394, C93 1.396, C95 1.481
95 C -2.760 6.998 -3.160  C84 1.480, C94 1.481, O96 1.219
96 O -3.832 7.502 -2.873  C95 1.219
97 H 0.773 9.701 -6.134  C81 1.085
98 H -1.469 10.660 -5.685  C82 1.085
99 H -3.097 9.414 -4.308  C83 1.085
100 H 1.370 7.476 -5.243  C86 1.085
101 H 0.061 3.315 -2.827  C90 1.086
102 H -1.592 2.044 -1.505  C91 1.086
103 H -3.768 3.076 -0.908  C92 1.086
104 H -4.300 5.367 -1.664  C93 1.086
105 C -1.712 -6.599 -4.312  C106 1.393, C110 1.390, H121 1.085
106 C -1.579 -5.660 -3.292  C105 1.393, C107 1.390, H122 1.085
107 C -0.347 -5.062 -3.052  C106 1.390, C108 1.395, H123 1.086
108 C 0.761 -5.411 -3.824  C107 1.395, C109 1.395, C119 1.481
109 C 0.633 -6.369 -4.830  C108 1.395, C110 1.396, C111 1.481
110 C -0.609 -6.955 -5.080  C105 1.390, C109 1.396, H124 1.085
111 C 1.812 -6.785 -5.625  C109 1.481, O112 1.218, C113 1.480
112 O 1.700 -7.619 -6.505  C111 1.218
113 C 3.128 -6.178 -5.326  C111 1.480, C114 1.396, C118 1.395
114 C 4.258 -6.601 -6.027  C113 1.396, C115 1.391, H125 1.085
115 C 5.497 -6.026 -5.763  C114 1.391, C116 1.393, H126 1.085
116 C 5.610 -5.021 -4.805  C115 1.393, C117 1.390, H127 1.085
117 C 4.488 -4.601 -4.100  C116 1.390, C118 1.396, H128 1.085
118 C 3.246 -5.185 -4.353  C113 1.395, C117 1.396, C119 1.480
119 C 2.064 -4.756 -3.573  C108 1.481, C118 1.480, O120 1.220
120 O 2.163 -3.878 -2.730  C119 1.220
121 H -2.676 -7.059 -4.505  C105 1.085
122 H -2.438 -5.392 -2.685  C106 1.085
123 H -0.251 -4.327 -2.259  C107 1.086
124 H -0.717 -7.691 -5.870  C110 1.085
125 H 4.177 -7.381 -6.777  C114 1.085
126 H 6.375 -6.360 -6.306  C115 1.085
127 H 6.576 -4.568 -4.604  C116 1.085
128 H 4.583 -3.820 -3.351  C117 1.085

## Properties
E   -82129.4426 eV
M   866.201 g mol⁻¹
E_HOMO   -11.210 eV
Kohn-Sham gap   8.010 eV
F_max   5.06 eV/A
Total charge   +1